Model w:
DFT (ωB97M-V with the def2-TZVPD basis set) results for a cluster of 2 separate species, C2H7NO4P in total.

Values from the calculation:
- LUMO level (hartree) = 0.1387
- charge = -1
- spin multiplicity = 1
- HOMO level (eV) = -3.7320

Positions of all 15 atoms, in Å:
C -1.544 0.732 0.790
C -0.847 -0.851 -0.904
N -0.482 0.173 0.070
O 2.356 1.391 1.122
O 2.507 1.351 -1.439
O 1.872 -1.526 0.895
O 2.218 -0.883 -0.281
P 2.346 0.690 -0.132
H -1.032 1.383 1.547
H -2.220 1.247 0.146
H -2.231 0.094 1.226
H -0.105 -1.624 -0.941
H -1.797 -1.308 -0.840
H -1.017 -0.379 -1.909
H -0.024 -0.490 0.651

Model x:
DFT (ωB97M-V with the def2-TZVPD basis set) results for a structure of composition C2H7NO4P.

Values from the calculation:
- LUMO level (hartree) = 0.1445
- charge = -1
- spin multiplicity = 1
- HOMO level (eV) = -4.5359

Positions of all 15 atoms, in Å:
C -1.820 -0.630 0.519
C 0.015 0.817 0.322
N -1.337 0.550 -0.129
O 2.611 0.334 0.312
O 1.049 -1.800 0.484
O 1.100 -0.508 -1.681
O 0.433 2.088 -0.188
P 1.337 -0.419 -0.039
H -0.932 -1.136 1.066
H -2.386 -0.272 1.377
H -2.196 -1.298 -0.163
H -0.007 0.757 1.730
H -1.167 0.357 -1.091
H 2.036 -0.699 -2.030
H 1.266 1.857 -0.488

Least stable of them? model w.

Model w:
DFT (ωB97M-V with the def2-TZVPD basis set) results for the ion C2H6NO2S with charge -1.

Values from the calculation:
- LUMO level (hartree) = 0.1548
- charge = -1
- spin multiplicity = 1
- SMILES = CN=[S@@](C)(=O)[O-]
- HOMO level (eV) = -4.0023

Positions of all 12 atoms, in Å:
C -0.304 1.126 1.195
N 0.609 0.049 1.398
S 0.240 -1.333 0.810
C 0.433 -1.333 -1.039
O 1.586 -2.359 1.250
O -1.110 -1.853 1.028
H 0.075 1.815 0.418
H -0.398 1.705 2.121
H -1.309 0.797 0.899
H 0.106 -2.303 -1.388
H -0.173 -0.539 -1.461
H 1.481 -1.171 -1.233

Model x:
DFT (ωB97M-V with the def2-TZVPD basis set) results for the ion C2H6NO2S with charge -1.

Values from the calculation:
- LUMO level (hartree) = 0.1493
- charge = -1
- spin multiplicity = 1
- HOMO level (eV) = -2.9408

Positions of all 12 atoms, in Å:
C 2.367 0.336 0.032
C -1.637 0.193 0.253
N -0.315 0.666 -0.132
O -1.810 -1.157 0.189
O 0.826 -1.698 -0.359
S 1.036 -0.552 0.540
H 2.865 1.051 0.751
H 2.115 0.751 -0.935
H -1.803 0.605 1.197
H -2.467 0.659 -0.335
H -0.944 -1.606 0.005
H -0.233 0.753 -1.204

Model y:
DFT (ωB97M-V with the def2-TZVPD basis set) results for the ion C2H6NO2S with charge -1.

Values from the calculation:
- LUMO level (hartree) = 0.1488
- charge = -1
- spin multiplicity = 1
- SMILES = CN=[S@@](C)(=O)[O-]
- HOMO level (eV) = -3.6141

Positions of all 12 atoms, in Å:
C -1.335 1.370 -0.483
N -0.590 0.167 -0.739
S 0.641 0.027 0.288
C 0.819 -1.831 0.218
O 2.085 0.763 -0.333
O 0.511 0.379 1.765
H -1.322 1.973 -1.411
H -0.802 1.924 0.406
H -2.379 1.266 -0.249
H 1.676 -2.171 0.777
H -0.146 -1.853 0.569
H 0.843 -2.014 -0.809

Least stable of them? model y.

Model w:
DFT (ωB97M-V with the def2-TZVPD basis set) results for an isolated molecule of C2H5OP.

Values from the calculation:
- LUMO level (spin up / spin down) (hartree) = -0.0500 / -0.0547
- charge = 0
- spin multiplicity = 1
- HOMO level (spin up / spin down) (eV) = -9.9146 / -9.7664

Positions of all 9 atoms, in Å:
C -0.191 -1.521 0.144
C -0.090 1.554 0.146
O -2.338 -0.083 0.253
P -0.998 0.027 -0.360
H 0.854 -1.465 0.169
H -0.603 -2.064 0.934
H -0.056 1.441 1.173
H 0.723 1.845 -0.534
H -1.181 0.219 -1.669

Model x:
DFT (ωB97M-V with the def2-TZVPD basis set) results for an isolated molecule of C2H5OP.

Values from the calculation:
- LUMO level (hartree) = 0.0402
- charge = 0
- spin multiplicity = 1
- SMILES = P[C@@H]1CO1
- HOMO level (eV) = -9.8111

Positions of all 9 atoms, in Å:
P 1.101 1.066 -0.768
C -0.184 -0.231 -0.458
C -0.269 -0.883 0.851
O 0.293 -1.522 -0.255
H 0.811 1.790 0.388
H 0.280 1.881 -1.542
H -1.230 -0.221 -1.044
H 0.421 -0.601 1.642
H -1.222 -1.280 1.185

Model y:
DFT (ωB97M-V with the def2-TZVPD basis set) results for a cluster of 2 separate species, C2H5OP in total.

Values from the calculation:
- LUMO level (hartree) = 0.0032
- charge = 0
- spin multiplicity = 1
- SMILES = C1=PC1.O
- HOMO level (eV) = -8.7391

Positions of all 9 atoms, in Å:
C 0.669 0.068 0.871
P 1.030 0.709 -0.613
C 0.616 -1.011 -0.155
H 0.999 0.061 1.838
H 1.415 -1.745 -0.237
H -0.327 -1.485 -0.132
O -1.518 1.095 -0.956
H -1.607 1.884 -0.395
H -1.278 0.424 -0.221

Least stable of them? model w.

Model w:
DFT (ωB97M-V with the def2-TZVPD basis set) results for an isolated molecule of C5H10O2S.

Values from the calculation:
- LUMO level (hartree) = 0.0207
- charge = 0
- spin multiplicity = 1
- SMILES = CC(C)OCSC=O
- HOMO level (eV) = -9.8199

Positions of all 18 atoms, in Å:
C 0.129 -1.823 -0.880
C 0.266 -0.792 0.224
C 0.270 -1.514 1.586
O -0.694 0.213 0.193
C -0.248 1.454 0.670
S 0.857 2.358 -0.494
C -0.400 2.580 -1.743
O -1.562 2.794 -1.533
H -0.864 -2.205 -0.847
H 0.876 -2.571 -0.762
H 0.243 -1.312 -1.795
H 1.240 -0.295 0.152
H 1.115 -2.176 1.613
H 0.340 -0.718 2.372
H -0.619 -2.050 1.601
H 0.199 1.422 1.652
H -1.162 2.095 0.788
H 0.015 2.540 -2.796

Model x:
DFT (ωB97M-V with the def2-TZVPD basis set) results for an isolated molecule of C5H10O2S.

Values from the calculation:
- LUMO level (hartree) = 0.0259
- charge = 0
- spin multiplicity = 1
- SMILES = COCS[C@H](C)C=O
- HOMO level (eV) = -9.2111

Positions of all 18 atoms, in Å:
C -2.453 0.794 -0.333
O -2.404 -0.472 0.287
C -1.122 -0.880 0.647
S -0.100 -1.416 -0.778
C 1.401 -0.378 -0.593
C 2.200 -0.659 0.662
C 0.957 1.057 -0.738
O 0.893 1.814 0.196
H -3.502 1.034 -0.474
H -1.969 0.779 -1.327
H -1.972 1.558 0.277
H -0.586 -0.069 1.172
H -1.221 -1.736 1.294
H 1.982 -0.648 -1.474
H 2.502 -1.717 0.715
H 3.119 -0.043 0.668
H 1.621 -0.374 1.576
H 0.652 1.356 -1.777

Least stable of them? model w.

Model w:
DFT (ωB97M-V with the def2-TZVPD basis set) results for an isolated molecule of C2H5N3O.

Values from the calculation:
- LUMO level (hartree) = 0.0324
- charge = 0
- spin multiplicity = 1
- SMILES = C/N=N/C(N)=O
- HOMO level (eV) = -8.3018

Positions of all 11 atoms, in Å:
C -1.707 0.786 -0.434
N -0.300 0.787 -0.226
N 0.400 -0.137 -0.613
C 2.062 0.331 -0.087
N 2.753 -0.796 -0.176
O 2.312 1.444 0.220
H -2.085 -0.040 -1.048
H -1.957 1.751 -0.882
H -2.171 0.760 0.556
H 2.285 -1.612 -0.531
H 3.750 -0.815 -0.030

Model x:
DFT (ωB97M-V with the def2-TZVPD basis set) results for an isolated molecule of C2H5N3O.

Values from the calculation:
- LUMO level (hartree) = 0.0236
- charge = 0
- spin multiplicity = 1
- SMILES = [H]/N=C\NNC=O
- HOMO level (eV) = -9.7571

Positions of all 11 atoms, in Å:
H -2.763 -0.902 0.665
N -2.656 -0.548 -0.276
C -1.463 -0.079 -0.279
N -0.301 0.057 0.478
N 0.725 0.713 -0.097
C 1.841 -0.100 -0.253
O 1.745 -1.315 -0.068
H -0.885 0.351 -1.266
H -0.198 -0.216 1.472
H 1.039 1.719 0.140
H 2.916 0.322 -0.515

Model y:
DFT (ωB97M-V with the def2-TZVPD basis set) results for an isolated molecule of C2H5N3O.

Values from the calculation:
- LUMO level (hartree) = 0.0214
- charge = 0
- spin multiplicity = 1
- SMILES = [H]/N=C\NC(N)=O
- HOMO level (eV) = -10.0531

Positions of all 11 atoms, in Å:
H 2.263 1.431 0.716
N 2.579 0.633 0.164
C 1.622 -0.117 -0.200
N 0.259 0.118 0.055
C -0.880 -0.621 -0.295
N -2.042 -0.077 0.242
O -0.867 -1.638 -0.953
H 1.970 -1.030 -0.665
H 0.099 0.870 0.711
H -2.886 -0.493 -0.130
H -2.117 0.925 0.355

Least stable of them? model x.

Model w:
DFT (ωB97M-V with the def2-TZVPD basis set) results for an isolated molecule of C2H5N3O.

Values from the calculation:
- LUMO level (hartree) = 0.0279
- charge = 0
- spin multiplicity = 1
- SMILES = [H]/N=C/N(O)/C=N/[H]
- HOMO level (eV) = -9.0140

Positions of all 11 atoms, in Å:
H 2.920 -0.168 -0.413
N 2.130 0.280 -0.255
C 1.143 -0.461 -0.089
N -0.029 0.224 0.443
O 0.158 1.546 0.107
C -1.375 -0.347 0.089
N -2.301 0.498 -0.367
H -3.348 0.093 -0.148
H 0.960 -1.618 0.152
H 1.240 1.524 0.181
H -1.498 -1.571 0.301

Model x:
DFT (ωB97M-V with the def2-TZVPD basis set) results for an isolated molecule of C2H5N3O.

Values from the calculation:
- LUMO level (hartree) = 0.0309
- charge = 0
- spin multiplicity = 1
- SMILES = [H]/N=C/NC(N)=O
- HOMO level (eV) = -10.1491

Positions of all 11 atoms, in Å:
H 2.979 -0.145 0.872
N 2.050 0.254 0.988
C 1.421 0.225 -0.110
N 0.104 0.709 -0.163
C -0.839 -0.227 -0.611
N -2.051 -0.142 0.031
O -0.592 -1.034 -1.484
H 1.779 -0.170 -1.061
H -0.137 1.211 0.683
H -2.628 -0.960 -0.089
H -2.087 0.278 0.946

Least stable of them? model w.

Model w:
DFT (ωB97M-V with the def2-TZVPD basis set) results for the ion C3H6NOS with charge +1.

Values from the calculation:
- LUMO level (spin up / spin down) (hartree) = -0.2378 / -0.2377
- charge = +1
- spin multiplicity = 1
- HOMO level (spin up / spin down) (eV) = -13.8268 / -13.8247

Positions of all 12 atoms, in Å:
C 1.001 -0.761 -0.093
C 0.159 0.237 -0.920
C -1.646 0.453 1.082
N 0.545 -0.849 1.191
O 0.977 -1.619 1.965
S -1.645 0.032 -0.544
H 1.115 -1.807 -0.434
H 1.979 -0.446 -0.356
H 0.521 1.279 -0.592
H 0.207 0.045 -1.892
H -2.505 0.343 1.646
H -0.891 1.079 1.469

Model x:
DFT (ωB97M-V with the def2-TZVPD basis set) results for the ion C3H6NOS with charge +1.

Values from the calculation:
- LUMO level (spin up / spin down) (hartree) = -0.2089 / -0.2090
- charge = +1
- spin multiplicity = 1
- HOMO level (spin up / spin down) (eV) = -13.5118 / -13.5066

Positions of all 12 atoms, in Å:
C 1.487 0.167 -0.977
C 0.395 -2.052 -0.699
C 0.752 0.141 0.287
N -0.084 1.361 0.740
O 1.642 1.061 -1.776
S 1.991 -1.596 -1.233
H 0.211 -3.101 -0.379
H -0.424 -1.588 -1.128
H 1.228 -0.079 1.259
H 0.549 2.151 0.879
H -0.561 1.168 1.581
H -0.661 1.674 -0.009

Least stable of them? model w.

Model w:
DFT (ωB97M-V with the def2-TZVPD basis set) results for a cluster of 2 separate species, C3H7O2S in total.

Values from the calculation:
- LUMO level (hartree) = 0.1186
- charge = -1
- spin multiplicity = 1
- HOMO level (eV) = -4.0458

Positions of all 13 atoms, in Å:
C 1.760 0.735 0.643
S 0.734 0.247 2.075
C -0.499 -0.784 1.181
H 2.748 1.081 0.951
H 1.857 -0.072 -0.074
H 1.273 1.617 0.229
H -0.048 -1.775 1.279
H -0.338 -0.709 0.110
H -1.541 -0.574 1.360
O -2.205 -0.230 -2.923
C -1.507 0.076 -1.963
O -1.521 1.074 -1.199
H -0.713 -0.685 -1.670

Model x:
DFT (ωB97M-V with the def2-TZVPD basis set) results for a cluster of 2 separate species, C3H7O2S in total.

Values from the calculation:
- LUMO level (hartree) = 0.1172
- charge = -1
- spin multiplicity = 1
- HOMO level (eV) = -3.9614

Positions of all 13 atoms, in Å:
C -1.390 0.678 0.709
S -2.207 -0.539 -0.374
C -0.734 -1.310 -1.268
H -1.349 0.229 1.728
H -1.921 1.614 0.719
H -0.284 0.930 0.464
H -0.419 -2.066 -0.645
H -1.058 -1.818 -2.237
H -0.082 -0.414 -1.412
O 3.536 0.829 0.045
C 2.357 0.787 0.474
O 1.717 1.384 1.439
H 1.833 -0.303 0.357

Least stable of them? model x.

Model w:
DFT (ωB97M-V with the def2-TZVPD basis set) results for a cluster of 2 separate species, C3H7O2S in total.

Values from the calculation:
- LUMO level (hartree) = 0.1394
- charge = -1
- spin multiplicity = 1
- HOMO level (eV) = -4.4387

Positions of all 13 atoms, in Å:
C 2.269 -0.966 -1.584
C 1.001 -0.855 -0.712
S 1.319 0.625 0.334
H 2.532 -2.001 -1.846
H 3.155 -0.692 -1.005
H 2.204 -0.398 -2.507
H 0.228 -0.512 -1.391
H 0.749 -1.706 -0.093
H 0.012 0.676 0.913
O -1.491 0.808 1.477
C -2.334 0.490 0.585
O -2.510 -0.558 -0.034
H -3.140 1.284 0.535

Model x:
DFT (ωB97M-V with the def2-TZVPD basis set) results for a cluster of 2 separate species, C3H7O2S in total.

Values from the calculation:
- LUMO level (hartree) = 0.1410
- charge = -1
- spin multiplicity = 1
- HOMO level (eV) = -4.2423

Positions of all 13 atoms, in Å:
C -0.255 0.011 1.585
C 1.035 -0.530 0.912
S 1.878 0.430 -0.441
H -0.961 0.132 0.822
H -0.048 0.923 2.103
H -0.446 -0.642 2.327
H 1.820 -0.700 1.628
H 0.818 -1.517 0.461
H 1.115 0.055 -1.617
O -1.580 -0.561 -1.171
C -1.283 0.400 -1.990
O -0.096 0.662 -2.595
H -1.996 1.337 -2.024

Least stable of them? model x.